1.
Formula: C38H41BInN14O4S
Source: OMol25
Level of theory: the ωB97M-V functional and the def2-TZVPD basis

```
100
Properties=species:S:1:pos:R:3
In 0.4568 -0.2411 0.7864
C -2.5482 1.9125 -0.4629
C -2.5864 0.4344 -0.6788
C -3.5938 -0.2728 -1.3441
C -3.2493 -1.5983 -1.2273
N -2.1070 -1.6709 -0.5250
N -1.6803 -0.4136 -0.1939
B -1.3225 -2.8720 0.0498
N -1.2925 -2.6598 1.5928
C -2.1781 -3.1382 2.4830
C -1.8785 -2.6109 3.7209
C -0.7801 -1.7690 3.5060
C -0.0322 -0.9506 4.5074
N -0.4351 -1.8046 2.2194
N 0.1397 -2.9144 -0.4995
C 0.5646 -3.6518 -1.5377
C 1.9404 -3.5994 -1.5711
C 2.3033 -2.7866 -0.4926
C 3.6727 -2.4663 0.0133
N 1.2105 -2.3619 0.1441
N -1.9585 -4.2379 -0.2389
C -1.6168 -5.3896 0.3945
C -2.1418 -6.4341 -0.3170
C -2.7929 -5.8269 -1.4172
C -3.5280 -6.4774 -2.5477
N -2.6623 -4.5115 -1.3722
H -2.9196 2.4238 -1.3517
H -3.1980 2.1925 0.3659
H -1.5437 2.2784 -0.2412
H -4.4534 0.1444 -1.8449
H -3.7222 -2.4931 -1.5922
H -2.9621 -3.8141 2.1809
H -2.3802 -2.8037 4.6557
H -0.4741 -1.0778 5.4943
H 1.0157 -1.2502 4.5456
H -0.0699 0.1060 4.2352
H -0.1363 -4.1675 -2.1782
H 2.5934 -4.0772 -2.2841
H 4.1293 -3.3568 0.4461
H 4.3162 -2.1161 -0.7968
H 3.6141 -1.7024 0.7848
H -1.0238 -5.3825 1.2978
H -2.0774 -7.4864 -0.0813
H -4.3172 -7.1374 -2.1833
H -3.9734 -5.7115 -3.1818
H -2.8490 -7.0768 -3.1572
C 4.3245 0.1247 3.7099
C 3.2102 0.4126 2.7412
O 2.2487 -0.3215 2.6539
C 3.4160 1.6322 1.8265
C 2.2156 2.5462 1.7714
C 2.3746 4.0098 2.0804
N 1.0693 2.0219 1.5844
N -0.0075 2.8523 1.7845
C -1.0345 2.0963 2.1324
O -1.0137 0.8247 2.1995
C -2.3038 2.7968 2.5005
C -2.4387 4.1788 2.3933
C -3.6441 4.7839 2.7163
C -4.7191 4.0145 3.1511
C -4.5851 2.6368 3.2609
C -3.3795 2.0293 2.9352
H 4.1450 -0.8130 4.2302
H 4.3911 0.9435 4.4309
H 5.2797 0.0772 3.1779
H 4.2739 2.1959 2.1837
H 3.4258 4.2885 2.1669
H 1.8545 4.2646 3.0073
H 1.9020 4.6009 1.2942
H -1.5928 4.7595 2.0474
H -3.7516 5.8589 2.6307
H -5.6605 4.4903 3.4000
H -5.4230 2.0358 3.5954
H -3.2565 0.9536 2.9959
N 0.8574 4.8752 -6.1035
C 0.8103 3.6773 -5.4042
C -0.0946 3.5041 -4.3532
C -0.1651 2.2930 -3.6894
C 0.6626 1.2453 -4.0608
C 1.5687 1.4041 -5.0976
C 1.6359 2.6095 -5.7717
S 0.6056 -0.2581 -3.1313
O 1.5944 -1.1325 -3.7001
O -0.7598 -0.6908 -3.1052
N 0.9972 0.0990 -1.5565
C 2.2488 0.5409 -1.2904
N 2.6099 0.3838 -0.0430
C 3.7799 1.0231 0.4432
C 4.3989 1.9846 -0.4924
C 4.0279 1.9260 -1.8173
N 3.0526 1.1440 -2.2635
H 0.4290 5.6750 -5.6744
H 1.6894 5.0732 -6.6280
H -0.7455 4.3242 -4.0660
H -0.8624 2.1429 -2.8799
H 2.2144 0.5742 -5.3613
H 2.3356 2.7377 -6.5915
H 4.5492 0.2556 0.6574
H 5.2157 2.6116 -0.1523
H 4.5514 2.5030 -2.5742
```

Output
⟨S²⟩   0.778
2S+1   2
Orbital gap (alpha / beta)   8.049 / 6.038 eV

***

2.
Formula: C38H41CoN7O2S2
Source: OMol25
Level of theory: the ωB97M-V functional and the def2-TZVPD basis

```
91
Properties=species:S:1:pos:R:3
Co -0.1587 0.0914 0.0164
C 1.1663 1.7005 4.0043
C 1.2422 0.6357 2.9460
O 0.2804 0.2938 2.2721
N 2.4410 0.0203 2.8083
C 2.5949 -1.0166 1.8082
C 2.9994 -0.4513 0.4726
C 4.3440 -0.4928 0.1294
C 4.7788 0.0872 -1.0504
C 3.8244 0.6689 -1.8611
C 2.4972 0.6317 -1.4662
N 2.0612 0.1083 -0.3150
H 0.1747 1.6729 4.4487
H 1.3043 2.6818 3.5451
H 1.9215 1.5516 4.7757
H 3.2600 0.4215 3.2310
H 1.6305 -1.5093 1.7269
H 3.3423 -1.7279 2.1595
H 5.0420 -0.9833 0.7959
H 5.8253 0.0789 -1.3252
H 4.0807 1.1408 -2.7995
H 1.7469 1.0124 -2.1342
S -0.5668 0.1534 -2.4037
C -0.3594 1.8933 -2.3918
N -0.4424 2.4906 -3.5841
N -0.2403 3.8226 -3.6647
C 0.7635 4.6227 -3.1585
C 0.7629 5.9794 -3.5155
C 1.7882 6.8174 -3.1242
C 2.8483 6.3320 -2.3682
C 2.8396 4.9989 -1.9846
C 1.8121 4.1514 -2.3625
N -0.1360 2.5914 -1.2840
N -0.2726 2.0251 -0.0950
C -0.3513 2.9708 0.9318
C -1.2274 2.7863 2.0041
C -1.3595 3.7532 2.9846
C -0.6094 4.9209 2.9321
C 0.2675 5.1132 1.8713
C 0.3920 4.1601 0.8753
H -0.7740 4.2247 -4.4158
H -0.0547 6.3683 -4.1130
H 1.7653 7.8614 -3.4103
H 3.6653 6.9824 -2.0851
H 3.6499 4.6078 -1.3804
H 1.8259 3.1225 -2.0436
H -1.8221 1.8885 2.0357
H -2.0574 3.5957 3.7992
H -0.7179 5.6799 3.6966
H 0.8551 6.0220 1.8179
H 1.0537 4.3233 0.0350
N -1.8514 -0.0944 0.4028
C -2.6910 -0.4098 1.2868
C -4.1476 -0.3588 0.9419
C -5.0827 -1.1451 1.6131
C -6.4278 -1.0687 1.2828
C -6.8532 -0.2024 0.2865
C -5.9265 0.5864 -0.3828
C -4.5816 0.5048 -0.0619
C -2.3842 -0.7546 2.7245
C -1.5580 -1.8120 3.0782
C -1.2526 -2.0591 4.4081
C -1.7643 -1.2404 5.4038
C -2.5998 -0.1855 5.0630
C -2.9170 0.0468 3.7334
H -4.7589 -1.8212 2.3948
H -7.1460 -1.6893 1.8045
H -7.9039 -0.1421 0.0320
H -6.2533 1.2658 -1.1600
H -3.8436 1.1105 -0.5732
H -1.1500 -2.4465 2.3077
H -0.6122 -2.8936 4.6698
H -1.5201 -1.4253 6.4426
H -3.0107 0.4505 5.8377
H -3.5715 0.8701 3.4703
C -2.3373 -3.6237 -0.4674
C -0.9914 -4.2545 -0.7961
S 0.2851 -3.4422 0.2271
O 0.1721 -1.9954 -0.1096
C 1.7740 -4.0469 -0.6618
C 2.4153 -5.1837 0.1211
H -3.1128 -4.0251 -1.1179
H -2.2834 -2.5451 -0.6234
H -2.6216 -3.8068 0.5704
H -0.7280 -4.0891 -1.8410
H -0.9486 -5.3185 -0.5542
H 2.4266 -3.1760 -0.7279
H 1.4896 -4.3549 -1.6667
H 2.7486 -4.8439 1.1022
H 3.2790 -5.5782 -0.4138
H 1.7128 -6.0050 0.2727
```

Output
⟨S²⟩   4.002
2S+1   4
Orbital gap (alpha / beta)   6.353 / 5.061 eV

***

3.
Formula: C38H42AsF6NO5P2S5SbSiTi
Source: OMol25
Level of theory: the ωB97M-V functional and the def2-TZVPD basis

```
103
Properties=species:S:1:pos:R:3
Ti -0.4675 0.4246 0.3502
C -0.2816 -4.7837 1.4353
P 0.8662 -3.3836 1.8724
C 1.6790 -4.1774 3.3332
C 2.2040 -3.7474 0.6208
C 1.7988 -3.8740 -0.8609
P 1.5485 -2.3663 -1.9637
C 1.1795 -3.2926 -3.5252
C 3.2918 -1.9288 -2.3682
H -0.8994 -4.5140 0.5808
H -0.9367 -4.9750 2.2838
H 0.2786 -5.6934 1.2095
H 1.7790 -5.2605 3.2290
H 1.0797 -3.9487 4.2169
H 2.6547 -3.7126 3.4698
H 2.6598 -4.6962 0.9272
H 2.9580 -2.9665 0.7419
H 0.8535 -4.4141 -0.9455
H 2.5755 -4.4533 -1.3726
H 1.9292 -4.0644 -3.7117
H 1.1837 -2.5695 -4.3413
H 0.1917 -3.7445 -3.4679
H 3.8136 -2.7916 -2.7853
H 3.8012 -1.5674 -1.4776
H 3.2639 -1.1269 -3.1065
S 3.3732 -0.5414 3.3695
Sb 2.3319 1.0517 2.1524
S 1.8265 -0.0617 0.0656
S -0.2574 0.7801 2.6518
F -3.7398 -0.3910 -1.2697
C -3.2600 -1.5879 -0.9662
F -3.9874 -2.4857 -1.6382
F -3.4749 -1.8206 0.3407
S -1.4245 -1.8232 -1.3246
O -0.8127 -1.3927 -0.0422
O -1.4235 -3.2366 -1.5509
N -1.2052 -0.8526 -2.4853
S 0.2383 -0.0154 -2.5418
O 0.8413 -0.1757 -3.8597
O -0.0487 2.0873 0.0316
C -0.8867 1.5044 -2.9102
F -1.5942 1.4439 -4.0364
F -1.7768 1.6055 -1.8928
F -0.1987 2.6597 -2.9370
O -2.2796 0.6223 0.7092
As -2.7480 0.6399 2.3269
C -3.1308 2.3896 3.1289
C -4.1065 2.4261 4.1233
C -4.4688 3.6323 4.6967
C -3.8617 4.8103 4.2777
C -2.8963 4.7757 3.2848
C -2.5321 3.5652 2.7122
C -4.6829 0.2754 2.0095
C -5.2361 0.9622 0.9317
C -6.5442 0.7409 0.5358
C -7.3295 -0.1629 1.2378
C -6.8055 -0.8204 2.3398
C -5.4885 -0.6052 2.7225
C -2.5143 -0.6243 3.8173
C -2.6881 -1.9883 3.6454
C -2.4914 -2.8466 4.7191
C -2.1352 -2.3450 5.9595
C -1.9596 -0.9769 6.1267
C -2.1374 -0.1195 5.0569
H -4.5658 1.4942 4.4335
H -5.2367 3.6568 5.4583
H -4.1460 5.7525 4.7280
H -2.4252 5.6888 2.9462
H -1.7784 3.5269 1.9376
H -4.6041 1.6549 0.3855
H -6.9520 1.2642 -0.3193
H -8.3512 -0.3469 0.9317
H -7.4234 -1.5107 2.9009
H -5.0869 -1.1277 3.5827
H -2.9853 -2.3620 2.6735
H -2.6106 -3.9130 4.5825
H -1.9719 -3.0187 6.7898
H -1.6647 -0.5783 7.0877
H -1.9531 0.9439 5.1597
C 2.4580 5.6238 3.7604
C 2.8699 5.9150 2.4694
C 2.2582 5.2966 1.3898
C 1.2301 4.3704 1.5634
C 0.8339 4.0865 2.8717
C 1.4357 4.7071 3.9555
Si 0.4693 3.6124 -0.0114
C -0.9934 4.7369 -0.4432
C -2.2982 4.2501 -0.4963
C -3.3561 5.0693 -0.8594
C -3.1224 6.3962 -1.1869
C -1.8310 6.9004 -1.1325
C -0.7806 6.0774 -0.7590
H 2.9374 6.1018 4.6054
H 3.6787 6.6153 2.2990
H 2.5960 5.5322 0.3869
H 0.0627 3.3542 3.0643
H 1.1063 4.4557 4.9550
H 1.5150 3.6816 -1.0547
H -2.4829 3.2109 -0.2526
H -4.3625 4.6704 -0.8943
H -3.9459 7.0351 -1.4796
H -1.6447 7.9385 -1.3778
H 0.2245 6.4792 -0.7142
```

Output
Charge   -1
Orbital gap   6.318 eV

***

The evaluated total energy for the records listed, in turn: -85810.95341 -113891.36281 -239248.63228 eV.